#a
Formula: C19H56N10O7
Source: the Open Molecules 2025 dataset
Level of theory: ωB97M-V with the def2-TZVPD basis set

Last column: Mulliken charge in e.
Atoms and positions in Å:
H  4.725  -2.239  5.714  0.338
H  3.155  -2.221  6.493  0.353
H  -1.319  0.109  -1.894  0.084
H  7.589  0.471  -2.982  0.304
H  6.355  1.534  -4.411  0.401
H  7.022  -1.014  -2.813  0.292
N  -0.128  1.480  2.892  -0.293
H  2.469  -0.811  -1.599  0.302
H  -1.320  2.929  -5.391  0.268
H  -1.572  -0.503  1.184  -0.020
C  5.242  -0.783  7.936  -1.538
O  0.066  -1.685  -1.111  -0.937
H  2.222  0.548  -2.691  0.337
O  1.086  -6.170  -1.818  -0.736
H  4.821  0.777  -4.976  0.333
H  -5.780  2.922  -1.365  0.271
H  3.002  -3.082  3.744  0.387
C  5.782  0.609  -4.490  -1.349
N  6.886  -0.065  -2.494  -0.675
H  -3.475  0.687  -3.652  0.250
H  4.800  -1.556  8.565  0.369
H  -6.059  1.488  2.021  0.377
C  5.597  0.224  -3.004  0.354
H  -0.703  1.676  2.085  0.119
H  -7.117  3.540  -0.414  0.332
H  -0.117  -3.531  -1.267  0.434
C  -3.250  2.329  -5.038  0.748
H  2.604  -0.099  7.862  0.282
H  1.480  -0.923  -2.968  0.293
H  -4.574  0.743  -0.787  -0.325
H  5.267  -1.944  -3.245  0.380
C  0.918  -5.017  -1.492  0.428
H  -3.591  0.436  1.769  0.273
H  -2.038  2.868  -6.726  0.252
C  -5.806  1.575  0.965  -0.751
O  -1.896  1.649  -3.022  -0.409
H  -4.917  0.971  -5.513  0.333
H  4.941  0.025  5.982  0.219
H  0.121  0.448  5.728  0.210
H  -0.096  -1.291  1.511  0.228
O  3.497  -1.016  -3.479  -0.422
H  -5.709  4.535  -0.502  0.249
H  1.810  -2.776  4.874  0.360
H  -2.020  0.385  -4.474  0.423
N  -1.571  -0.364  -1.037  0.131
H  -0.884  -5.163  -0.791  0.217
H  -4.621  -1.606  0.263  0.391
H  -2.811  3.559  -2.589  0.478
O  -5.467  2.899  0.726  -0.370
H  2.570  0.292  6.323  0.217
C  -6.029  3.493  -0.471  -0.686
H  -2.155  0.116  -0.368  0.236
H  1.321  0.654  4.448  0.125
O  -1.778  0.662  4.153  -0.654
C  3.851  -1.618  5.911  -0.817
H  4.576  -1.412  -1.818  0.485
C  -4.464  1.844  -5.984  -1.309
N  -2.237  3.120  -5.768  -0.640
H  -3.561  2.223  -1.805  0.001
C  4.746  -1.076  -2.841  -0.795
H  -3.916  2.995  -4.489  0.075
C  -2.586  2.612  -2.098  -0.635
C  4.326  -0.482  6.726  0.600
H  6.280  -0.188  -5.040  0.303
O  3.180  -1.187  4.785  -0.266
N  3.180  0.290  7.128  -0.666
H  5.376  0.109  8.550  0.370
C  2.420  -2.250  4.140  -0.483
H  1.844  -1.847  3.307  -0.084
H  6.180  -1.267  7.666  0.400
N  -0.846  -1.125  0.856  -0.140
C  -0.616  0.903  3.979  0.662
H  1.513  -3.198  -1.360  0.264
H  0.844  1.753  2.888  0.170
C  -4.799  0.597  0.269  0.736
C  2.441  -0.519  -2.649  -0.810
N  -0.237  -4.533  -1.245  -0.289
N  -3.403  0.606  0.791  -0.554
H  -6.050  -0.889  1.113  0.364
H  -6.089  -0.829  -0.552  0.404
C  -0.730  -1.126  -0.447  0.600
H  2.677  -4.438  -1.962  0.148
C  -5.369  -0.813  0.266  -1.686
N  1.751  -4.105  -1.735  -0.198
H  -5.191  2.656  -5.991  0.346
H  -3.366  1.609  0.677  0.149
N  0.376  0.737  4.795  -0.344
H  4.940  0.981  -2.576  0.241
H  -4.205  1.707  -7.033  0.345
C  -2.653  1.208  -4.143  -0.907
H  -1.916  2.709  -1.244  0.273
H  -6.817  1.471  0.571  0.469

Computed properties:
HOMO (Ha): -0.312
Spin multiplicity: 1
Net charge: 0
Orbital gap (eV): 8.68

---

#b
Formula: C19H56N10O7
Source: the Open Molecules 2025 dataset
Level of theory: ωB97M-V with the def2-TZVPD basis set

Last column: Mulliken charge in e.
Atoms and positions in Å:
N  15.802  38.944  -3.260  -0.227
H  15.946  34.682  -4.953  0.449
N  17.671  44.028  -3.560  -0.391
H  8.750  38.713  -2.240  0.176
C  15.498  34.124  -4.127  -0.256
H  14.318  37.218  -6.575  0.197
C  18.389  30.885  -4.824  -0.729
O  17.475  36.200  -2.055  0.267
H  10.853  36.203  -7.183  0.311
C  17.900  36.071  -0.696  -1.147
H  12.060  33.698  -7.959  0.384
H  18.276  37.017  -0.300  0.401
H  17.441  30.691  -5.340  0.300
H  18.518  44.033  -4.098  0.224
C  16.995  35.617  1.593  -1.499
H  15.614  34.750  -3.239  -0.917
C  9.942  38.604  -3.916  0.607
H  17.989  35.238  1.837  0.325
H  19.157  31.106  -5.570  0.275
H  19.400  36.289  -2.796  0.347
O  13.755  39.149  -4.264  -0.607
C  10.304  42.729  -4.744  -0.574
N  8.857  38.314  -3.151  -0.397
C  11.804  36.431  -6.695  -0.213
H  16.044  31.338  -2.370  0.227
N  16.242  43.201  -2.018  -0.391
H  16.173  39.869  -3.378  0.144
H  7.075  42.479  -3.557  0.439
N  16.396  34.128  -0.250  -0.662
H  18.734  35.360  -0.688  0.447
C  18.411  36.735  -2.948  -1.017
H  10.257  41.812  -5.346  0.200
N  14.604  37.116  -3.823  0.008
H  16.080  32.206  -4.833  0.162
C  8.899  43.197  -4.416  0.438
H  12.879  42.117  -2.807  0.216
H  10.746  43.488  -5.397  0.399
H  15.252  36.494  -3.367  0.246
H  11.478  36.960  -5.789  0.064
C  17.300  42.936  -2.844  0.693
H  8.073  37.904  -3.626  0.243
C  7.988  42.032  -3.946  -1.124
H  7.362  44.114  -5.373  0.255
H  13.318  38.669  -6.311  0.009
C  12.605  35.156  -6.322  1.809
O  11.012  42.497  -3.548  -0.328
H  17.018  36.670  1.884  0.359
H  16.231  35.135  2.202  0.426
O  18.433  31.731  -3.712  -0.377
H  13.821  36.660  -4.260  -0.153
O  10.161  38.166  -5.045  -0.716
H  12.635  41.690  -4.518  0.267
H  15.672  33.772  0.359  0.280
C  13.640  37.927  -7.053  -0.381
H  13.311  34.922  -8.292  0.331
H  15.899  36.180  -0.150  0.071
O  17.843  41.836  -2.867  -0.656
H  11.715  35.000  -4.469  0.249
N  11.839  34.417  -5.290  -0.636
H  18.585  29.887  -4.422  0.292
N  8.298  43.816  -5.622  -0.763
H  7.790  41.429  -4.831  0.272
C  14.650  38.457  -3.773  0.550
H  17.199  44.896  -3.401  0.151
H  13.718  33.613  -7.267  0.303
H  16.224  38.297  -2.612  -0.052
H  12.863  43.379  -4.046  0.367
H  10.595  39.788  -2.434  0.173
N  15.572  32.102  -2.834  -0.558
H  15.853  44.121  -1.962  0.161
H  11.754  39.501  -3.780  -0.030
H  14.655  31.742  -3.056  0.209
H  8.816  43.984  -3.667  0.301
H  16.032  34.107  -1.196  -0.027
H  14.447  33.932  -4.344  0.250
H  8.169  43.217  -6.429  0.245
H  18.148  36.509  -3.983  0.273
H  17.849  33.447  -2.755  0.032
O  12.483  37.303  -7.571  -0.452
H  18.187  33.540  -4.546  0.364
H  14.064  38.495  -7.879  0.316
C  17.732  32.972  -3.730  -0.340
N  10.871  39.378  -3.306  -0.082
H  18.500  37.823  -2.881  0.352
C  12.417  42.428  -3.742  -0.711
H  10.906  34.294  -5.671  0.342
C  16.227  32.809  -3.927  0.684
H  13.555  35.429  -5.864  -0.998
C  16.711  35.478  0.092  0.839
H  16.026  42.522  -1.310  0.222
H  8.546  41.461  -3.202  0.105
C  12.882  34.266  -7.530  -1.635

Computed properties:
HOMO (Ha): -0.305
Spin multiplicity: 1
Net charge: 0
Orbital gap (eV): 8.72

---

The most stable of them is #b.

---

#a
Formula: C2HN2O2
Source: the Open Molecules 2025 dataset
Level of theory: ωB97M-V with the def2-TZVPD basis set

Last column: Mulliken charge in e.
Atoms and positions in Å:
O  2.112  0.386  -0.022  -0.479
N  1.517  -0.670  0.074  0.183
H  -0.492  -0.593  -1.035  0.441
C  -1.010  -0.027  -0.331  -0.820
O  2.076  -1.662  0.587  -0.562
N  -2.510  1.659  0.607  -0.546
C  -1.693  0.907  0.119  0.782

Computed properties:
HOMO (spin up / spin down) (Ha): -0.139 / -0.125
Spin multiplicity: 1
Net charge: -1
Orbital gap (spin up / spin down) (eV): 6.27 / 5.64

---

#b
Formula: C2HN2O2
Source: the Open Molecules 2025 dataset
Level of theory: ωB97M-V with the def2-TZVPD basis set

Last column: Mulliken charge in e.
Atoms and positions in Å:
O  0.321  -0.743  1.994  -0.659
C  -0.107  0.413  -1.284  0.802
N  0.338  0.924  -2.239  -0.536
N  0.437  -0.711  0.760  0.756
C  -0.341  -0.136  -0.090  -0.734
H  -2.045  1.578  0.747  -0.004
O  1.397  -1.324  0.113  -0.625

Computed properties:
HOMO (spin up / spin down) (Ha): -0.159 / -0.152
Spin multiplicity: 1
Net charge: -1
Orbital gap (spin up / spin down) (eV): 7.36 / 7.46

---

The most stable of them is #a.

---

#a
Formula: C6H29NO8
Source: the Open Molecules 2025 dataset
Level of theory: ωB97M-V with the def2-TZVPD basis set

Last column: Mulliken charge in e.
Atoms and positions in Å:
H  -0.290  1.092  1.194  0.203
C  1.967  -1.206  -1.009  -0.008
H  2.206  -2.169  -1.507  0.410
O  1.821  1.514  3.777  -0.630
H  -0.146  -2.012  0.740  0.111
C  -0.730  -1.012  0.982  0.832
H  1.268  0.156  -2.465  0.537
O  -3.347  0.918  -0.162  -0.592
H  -3.236  -1.995  -0.750  0.330
H  -2.184  -0.821  -2.765  0.398
H  0.460  2.212  -2.340  0.299
H  1.106  0.049  0.986  -0.698
O  -2.478  -2.266  -1.306  -0.672
O  -0.193  3.328  0.431  -0.631
H  0.058  2.922  1.264  0.399
C  -1.031  -1.188  2.475  -0.345
H  4.076  -1.235  -0.874  0.407
H  3.589  0.194  -0.206  0.313
H  1.646  -1.462  3.258  0.354
O  0.400  2.396  -3.275  -0.639
H  -2.773  1.536  0.326  0.315
C  3.266  -0.485  -0.948  -1.519
C  0.047  0.257  0.613  -0.442
H  -3.613  1.287  -0.998  0.281
C  0.847  -0.491  -1.726  -0.488
O  -2.698  -0.105  -3.185  -0.622
H  2.041  1.153  2.899  0.315
H  -0.902  0.557  -1.115  0.147
H  -0.546  2.633  -3.295  0.310
H  -1.643  -1.264  0.401  -0.243
H  1.725  -1.771  -0.081  0.086
H  0.180  -1.168  -2.230  0.345
N  0.042  0.557  -0.783  0.115
H  2.258  -1.076  1.893  0.226
H  0.395  3.098  -0.283  0.315
H  -1.439  -2.228  2.593  0.343
H  1.008  2.002  3.551  0.332
O  -1.692  -0.070  2.913  -0.582
H  3.388  0.049  -1.908  0.355
H  -2.597  -0.030  2.356  0.409
H  -1.972  -1.436  -1.392  -0.026
H  -0.006  -1.240  3.048  -0.057
H  -2.030  0.562  -3.438  0.333
O  1.751  -1.743  2.342  -0.628

Computed properties:
HOMO (Ha): -0.348
Spin multiplicity: 1
Net charge: 0
Orbital gap (eV): 9.54

---

#b
Formula: C6H29NO8
Source: the Open Molecules 2025 dataset
Level of theory: ωB97M-V with the def2-TZVPD basis set

Last column: Mulliken charge in e.
Atoms and positions in Å:
O  3.045  -1.676  1.134  -0.702
H  -0.768  -1.629  -2.593  0.416
H  -1.931  -0.610  2.460  0.409
O  -3.769  1.094  -2.010  -0.641
H  -2.502  1.510  2.311  0.418
H  -2.176  -0.964  -1.769  0.340
H  3.605  -2.398  1.429  0.273
H  -1.061  -1.553  1.592  0.355
H  1.550  -3.229  -1.148  0.469
H  2.735  3.036  0.216  0.405
H  2.950  -1.790  -0.662  0.420
H  -1.662  1.538  0.077  0.368
H  -4.587  1.594  -1.955  0.295
H  0.312  2.818  -0.566  0.368
O  -1.944  -1.131  1.630  -0.731
O  -2.513  1.247  0.441  -0.939
H  2.119  -1.877  1.387  0.448
O  0.466  -2.564  1.593  -0.796
H  2.787  1.283  0.338  0.250
H  0.694  -0.002  0.042  0.087
C  2.127  2.150  0.399  -0.680
H  -0.836  -1.615  -0.832  0.004
H  0.234  -4.017  -1.504  0.282
H  2.246  2.346  2.572  0.398
H  0.494  -3.043  0.723  0.377
O  2.660  -1.976  -1.587  -0.788
H  2.182  -1.187  -1.880  0.339
C  -1.087  -1.052  -1.725  -1.068
O  0.834  -3.807  -0.778  -0.754
C  1.081  2.043  -0.710  -0.947
H  0.811  3.076  1.870  0.310
C  0.426  0.680  -0.758  -0.360
C  1.501  2.236  1.783  -1.057
H  1.552  2.267  -1.671  0.435
O  -2.236  1.279  3.223  -0.682
H  -1.556  1.928  3.438  0.293
H  -2.305  0.308  0.674  0.473
H  0.346  -3.274  2.244  0.308
H  -3.408  1.177  -1.098  0.511
N  -0.749  1.100  -2.792  -0.532
H  -0.466  2.075  -2.734  0.216
H  -1.701  0.994  -3.113  0.319
C  -0.449  0.300  -1.699  0.919
H  0.954  1.313  2.006  0.169

Computed properties:
HOMO (Ha): -0.301
Spin multiplicity: 1
Net charge: 0
Orbital gap (eV): 8.50

---

The most stable of them is #b.